Entry 1:
Here is a cluster of 2 separate species, CH2O3S in total at a distorted geometry from OMol25. Energies are from the ωB97M-V functional and the def2-TZVPD basis.

Calculated values
Kohn-Sham gap = 10.1 eV
LUMO level = -0.02732 Eh
Relative energy (zero: lowest compared OMol25 entry of this formula, charge and spin) = 35.8 kJ/mol

XYZ file:
```
7
Properties=species:S:1:pos:R:3:mulliken_charge:R:1
C 1.46569 -0.39048 -0.13572 -0.002
O -1.49670 1.58028 -0.11116 -0.414
O -2.63212 -0.32465 1.03593 -0.398
O 0.48804 -1.00285 -0.51019 -0.415
S -1.97084 0.18781 -0.15739 0.787
H 2.52126 -0.74064 -0.14760 0.242
H 1.62466 0.69052 0.02613 0.201
```


Entry 2:
Here is the molecule C6H10O at a distorted geometry from OMol25. Energies are from the ωB97M-V functional and the def2-TZVPD basis.

Calculated values
Kohn-Sham gap = 10.0 eV
LUMO level = 0.03651 Eh
Relative energy (zero: lowest compared OMol25 entry of this formula, charge and spin) = 277.1 kJ/mol

XYZ file:
```
17
Properties=species:S:1:pos:R:3:mulliken_charge:R:1
C 2.09757 0.46085 0.07092 -1.378
C 0.92207 -0.50438 -0.20023 0.292
C 0.00143 -0.68386 1.01962 -0.871
C -1.18516 -0.30954 0.16724 0.673
O -2.42530 -0.88751 0.37878 -0.529
C -1.11348 0.98147 -0.63434 -0.945
C -0.47167 -0.24378 -1.13460 -0.311
H 3.05846 -0.03562 0.29892 0.342
H 1.90114 1.10255 0.94779 0.325
H 2.28085 1.11263 -0.78019 0.326
H 1.00050 -1.24179 -0.96415 0.334
H 0.20365 0.02790 1.83280 0.267
H -0.09598 -1.68530 1.44850 0.267
H -2.83290 -0.35882 1.07622 0.369
H -2.07352 1.23542 -1.07137 0.291
H -0.45035 1.81228 -0.41396 0.211
H -0.81731 -0.78251 -2.04195 0.335
```


Entry 3:
Here is a structure of composition C47H37N8O2SV from OMol25. Energies are from the ωB97M-V functional and the def2-TZVPD basis.

Calculated values
Multiplicity = 4
Net charge = +1
Expectation value of S² = 3.759
Kohn-Sham gap (spin up / spin down) = 6.7 / 7.0 eV
LUMO level (spin up / spin down) = -0.10137 / -0.10536 Eh
Relative energy (zero: lowest compared OMol25 entry of this formula, charge and spin) = 0.0 kJ/mol

XYZ file:
```
96
Properties=species:S:1:pos:R:3:lowdin_spin:R:1
V 0.63327 -0.25767 -0.23956 2.734
C -0.15478 -1.94435 -3.27006 0.005
C 0.47905 -2.80039 -2.22244 0.008
C 0.45717 -4.18951 -2.32002 0.000
C 1.18986 -4.94521 -1.42779 0.007
C 1.99776 -4.30165 -0.50244 0.001
C 1.97825 -2.91808 -0.45982 0.007
N 1.16201 -2.19294 -1.24192 0.009
C 2.89458 -2.13408 0.41455 0.011
C 4.00055 -2.73083 1.00092 -0.001
C 4.81825 -1.97477 1.82195 0.011
C 4.52241 -0.63795 1.99895 -0.001
C 3.42977 -0.08814 1.33765 0.014
N 2.61171 -0.82650 0.57786 0.010
C 3.20151 1.38131 1.48849 0.004
C 2.71702 1.88825 2.67993 0.002
C 2.57722 3.26347 2.79179 0.000
C 2.96829 4.05827 1.73390 0.002
C 3.49058 3.46243 0.58521 0.000
C 4.00015 4.30888 -0.54460 0.000
N 3.58275 2.13887 0.45766 0.002
H -0.97607 -2.45779 -3.76447 0.000
H -0.49713 -0.98974 -2.87826 0.003
H 0.60040 -1.72765 -4.03194 0.000
H -0.13047 -4.65572 -3.09874 0.000
H 1.16298 -6.02596 -1.46950 0.000
H 2.61272 -4.87366 0.17510 0.000
H 4.22743 -3.76868 0.81238 0.000
H 5.68007 -2.41970 2.30103 0.001
H 5.13957 0.00204 2.61358 0.000
H 2.42684 1.22453 3.48030 0.000
H 2.17742 3.70343 3.69624 0.000
H 2.89379 5.13674 1.79136 0.000
H 4.77402 4.99090 -0.18949 0.000
H 4.41779 3.67716 -1.32449 0.000
H 3.20071 4.92084 -0.96729 0.000
C 2.95263 0.96880 -3.77186 -0.002
C 2.63117 2.30825 -3.91037 0.014
C 1.83196 2.90800 -2.95601 -0.002
C 1.35635 2.15383 -1.89136 0.015
N 1.62043 0.84735 -1.79635 0.007
C 2.41865 0.27995 -2.70143 0.015
C 0.53234 2.72915 -0.79916 0.009
C 0.08581 4.03975 -0.86476 -0.001
C -0.71978 4.53212 0.14220 0.009
C -1.06254 3.68962 1.17752 0.000
C -0.58271 2.38595 1.18244 0.011
N 0.22018 1.90863 0.22330 0.009
C -1.03530 1.50051 2.29090 0.004
C -2.40222 1.36524 2.52334 0.001
C -2.81779 0.61263 3.60652 0.000
C -1.85679 0.03764 4.42400 0.002
C -0.52274 0.21728 4.09835 0.000
N -0.10768 0.91914 3.04598 0.006
H 3.59232 0.46102 -4.47929 0.000
H 3.00687 2.88383 -4.74575 0.001
H 1.58924 3.95467 -3.04642 0.000
H 2.62595 -0.77130 -2.55694 0.001
H 0.33483 4.66305 -1.70866 0.000
H -1.08747 5.54877 0.10797 0.001
H -1.70040 4.02136 1.98405 0.000
H -3.11100 1.81157 1.83826 0.000
H -3.87185 0.47478 3.80809 0.000
H -2.13179 -0.54589 5.29207 0.000
H 0.25367 -0.23015 4.71053 0.000
O -1.24060 1.12593 -2.42826 0.009
S -2.26100 0.71091 -1.48891 0.007
O -2.94639 1.76030 -0.76859 0.003
N -1.55965 -0.35168 -0.51173 0.016
C -2.32967 -0.95011 0.48252 -0.001
C -3.70068 -0.87639 0.63607 0.006
C -4.36974 -1.61106 1.63311 -0.001
C -3.69508 -2.41590 2.50276 0.005
C -2.28534 -2.46811 2.42942 0.000
C -1.51449 -3.21957 3.34035 0.009
C -0.15437 -3.14813 3.28610 -0.001
C 0.43654 -2.32351 2.31574 0.012
N -0.23664 -1.65318 1.40796 0.002
C -1.60110 -1.71964 1.44455 0.004
C -3.50235 -0.14228 -2.43542 0.001
C -3.52739 -1.52477 -2.53427 0.001
C -4.49682 -2.13461 -3.31679 0.000
C -5.42817 -1.36280 -3.99684 0.000
C -5.40011 0.02107 -3.88729 0.000
C -4.44024 0.63713 -3.09964 0.000
H -4.29253 -0.24589 -0.00848 0.000
H -5.44785 -1.53185 1.69223 0.000
H -4.21061 -2.99377 3.25880 0.000
H -2.01757 -3.82164 4.08754 0.000
H 0.47535 -3.68623 3.98107 0.000
H 1.51200 -2.20882 2.32080 0.001
H -2.81191 -2.11723 -1.98057 0.000
H -4.53113 -3.21415 -3.38710 0.000
H -6.18382 -1.84067 -4.60628 0.000
H -6.13133 0.62170 -4.41155 0.000
H -4.41708 1.71329 -2.99051 0.000
```


Entry 4:
Here is the ion C2H5O with charge -1 at a distorted geometry from OMol25. Energies are from the ωB97M-V functional and the def2-TZVPD basis.

Calculated values
Net charge = -1
Kohn-Sham gap = 6.8 eV
LUMO level = 0.18864 Eh
Relative energy (zero: lowest compared OMol25 entry of this formula, charge and spin) = 63.3 kJ/mol

XYZ file:
```
8
Properties=species:S:1:pos:R:3:mulliken_charge:R:1
C -0.17846 -0.43426 0.67409 -0.178
O -1.50454 -0.32163 0.75713 -0.915
C 0.23143 0.37491 -0.55120 -0.910
H 0.11915 -1.45778 0.28117 0.064
H 0.33800 -0.15093 1.52896 0.199
H -0.65671 0.76310 -1.07912 0.234
H 0.83907 -0.01133 -1.38532 0.310
H 0.81205 1.23792 -0.22571 0.195
```


Entry 5:
Here is a structure of composition C31H53BrHgNO3P3 at a distorted geometry from OMol25. Energies are from the ωB97M-V functional and the def2-TZVPD basis.

Calculated values
Net charge = +2
Kohn-Sham gap = 5.1 eV
LUMO level = -0.29790 Eh

XYZ file:
```
93
Properties=species:S:1:pos:R:3:mulliken_charge:R:1
C 6.63889 6.12241 -2.86137 -0.349
C 5.29165 6.55513 -2.82534 0.656
C 5.02884 7.87591 -3.25468 -0.406
C 6.10355 8.72777 -3.61195 -0.293
N 7.36065 8.26910 -3.57318 -0.526
C 7.67340 7.01822 -3.22778 -0.317
C 4.26475 5.64039 -2.28456 0.080
C 3.57785 4.81114 -1.69874 -1.299
C 2.93242 3.85319 -0.86246 1.399
C 2.96691 2.49915 -1.23777 -1.033
C 2.16063 1.59308 -0.52484 0.632
C 1.26562 2.15495 0.42016 -1.385
C 1.45567 3.42800 0.97420 -0.303
C 2.20971 4.33943 0.24509 -0.618
Hg -0.49039 1.91046 -1.23497 1.310
P -1.49828 0.25737 -2.79803 0.529
H 4.02629 8.29973 -3.31698 0.401
H 6.92100 5.10678 -2.59268 0.378
H 5.94622 9.78593 -3.92761 0.342
H 8.74074 6.69832 -3.23022 0.343
H 2.21567 5.41754 0.44410 0.587
H 3.57438 2.23267 -2.12721 0.523
H 1.02584 3.65194 1.95629 0.620
H 2.23733 0.52981 -0.74581 0.521
C -2.85488 -0.93168 -2.43816 -0.833
C -4.02765 -1.00522 -3.41798 -1.216
H -3.20672 -0.68960 -1.42863 0.518
H -2.42540 -1.93768 -2.31692 0.552
H -4.82079 -1.65207 -3.02498 0.424
H -4.46542 -0.02052 -3.61812 0.251
H -3.71562 -1.44488 -4.37095 0.287
C -1.95439 1.54038 -4.06692 0.036
C -0.74523 1.90262 -4.95641 -1.355
H -2.27101 2.41473 -3.47170 -0.210
H -2.83072 1.23011 -4.65928 0.600
H -0.91335 2.89484 -5.39559 0.420
H 0.23744 1.92659 -4.43245 0.200
H -0.66288 1.21592 -5.81789 0.353
C -0.24187 -0.83458 -3.56639 -0.206
C -0.78711 -1.71878 -4.68544 -1.431
H 0.24702 -1.43704 -2.78665 0.141
H 0.57268 -0.21566 -3.95959 0.462
H 0.01363 -2.24934 -5.21567 0.394
H -1.47682 -2.47706 -4.30288 0.336
H -1.31757 -1.12441 -5.43543 0.328
Br -0.38200 1.35062 1.62062 0.143
P -3.17387 4.27236 0.29182 -0.302
C -3.41760 3.18951 -1.18432 0.872
C -4.82977 3.32136 -1.75581 -1.427
H -3.18890 2.13388 -0.93824 -0.237
H -2.65958 3.53614 -1.90885 -0.198
H -4.83527 2.96845 -2.79471 0.335
H -5.53843 2.69911 -1.19505 0.356
H -5.13984 4.37708 -1.74538 0.421
C -2.91167 3.02699 1.60990 0.918
C -3.37841 3.45761 2.99427 -1.448
H -1.78091 2.93268 1.63630 -1.021
H -3.37004 2.06852 1.29558 0.551
H -3.23489 2.61440 3.68523 0.371
H -2.77190 4.29763 3.35905 0.330
H -4.44720 3.70751 2.96735 0.395
C -1.49259 4.99388 -0.03353 0.696
C -1.65357 6.46677 -0.41929 -1.511
H -0.99235 4.43093 -0.83511 -0.459
H -0.84351 4.87232 0.84314 0.163
H -0.69250 6.98219 -0.35519 0.402
H -2.00468 6.56162 -1.45145 0.349
H -2.34256 6.97445 0.26620 0.410
C 2.46276 0.17740 2.65480 -0.855
C 3.02777 -1.20006 2.41715 -0.432
O 2.74454 -1.73812 1.12306 -0.353
P 1.34280 -1.57038 0.24595 0.577
O 0.54632 -2.97308 0.54988 -0.436
C 0.61762 -3.74617 1.79841 -0.214
C 1.72241 -4.77477 1.70730 -0.943
O 2.04013 -1.95896 -1.18087 -0.174
C 2.96369 -3.07196 -1.27243 0.051
C 3.71626 -2.81767 -2.54001 -1.276
H 2.44234 0.82281 1.77800 -0.051
H 3.03315 0.71837 3.41665 0.478
H 1.43876 0.17334 3.04241 0.309
H 4.11299 -1.14896 2.52127 0.339
H 2.65905 -1.95600 3.12514 0.249
H 0.79744 -3.06399 2.64525 0.158
H -0.35536 -4.21002 1.96063 0.387
H 2.67510 -4.27400 1.54154 0.154
H 1.82649 -5.41777 2.59083 0.402
H 1.53335 -5.43354 0.85238 0.294
H 3.62251 -3.12032 -0.40877 0.210
H 2.37078 -3.98701 -1.30098 0.225
H 4.23577 -1.85178 -2.50716 0.274
H 4.44289 -3.61982 -2.70576 0.420
H 3.02102 -2.82024 -3.38874 0.250
```


Number 1: DFT total energy -18045.482 eV. Number 2: DFT total energy -8428.368 eV. Number 3: DFT total energy -101878.867 eV. Number 4: DFT total energy -4201.139 eV. Number 5: DFT total energy -142704.534 eV.